Entry from the Open Molecules 2025 dataset: 3 unconnected molecules or ions with the total composition C29H43BrClO11P3 at a distorted geometry (wB97M-V/def2-TZVPD).

Calculated values
Total energy   -6016.9063 hartree
Orbital gap   7.958 eV
LUMO level   -1.014 eV

Atoms and positions in Å:
C (-1.802, 7.921, 2.333)
C (-0.405, 7.437, 1.925)
C (-0.372, 6.559, 0.641)
Br (-1.581, 7.313, -0.729)
C (-0.791, 5.148, 1.038)
C (-2.122, 4.753, 0.973)
C (-2.542, 3.481, 1.353)
C (-1.598, 2.585, 1.830)
C (-0.270, 2.966, 1.881)
C (0.169, 4.232, 1.483)
C (1.639, 4.505, 1.561)
O (2.200, 5.224, 0.773)
C (2.413, 3.793, 2.639)
C (1.945, 2.537, 3.023)
C (2.635, 1.849, 4.014)
C (3.766, 2.370, 4.608)
C (4.222, 3.614, 4.184)
C (3.573, 4.350, 3.202)
P (4.366, 5.965, 2.816)
O (3.123, 7.031, 2.620)
Cl (5.253, 5.658, 0.944)
C (0.706, 1.958, 2.412)
O (0.489, 0.778, 2.382)
H (-1.995, 8.917, 1.932)
H (-2.597, 7.284, 1.944)
H (-1.931, 7.943, 3.416)
H (0.337, 8.234, 1.891)
H (-0.082, 6.756, 2.721)
H (0.603, 6.581, 0.176)
H (-2.892, 5.421, 0.612)
H (-3.593, 3.237, 1.262)
H (-1.917, 1.602, 2.153)
H (2.252, 0.884, 4.331)
H (4.299, 1.829, 5.378)
H (5.102, 4.039, 4.659)
H (3.376, 7.592, 1.871)
O (-2.741, 0.053, -0.986)
P (-2.370, 0.362, -2.392)
O (-2.788, -0.952, -3.256)
C (-4.166, -1.306, -3.372)
C (-4.868, -0.463, -4.421)
O (-0.747, 0.137, -2.331)
C (-0.016, 0.308, -1.114)
C (0.431, -1.035, -0.579)
O (-2.255, 1.347, -3.678)
C (-1.143, 2.229, -3.917)
C (-0.247, 1.619, -4.969)
H (-4.661, -1.215, -2.400)
H (-4.195, -2.357, -3.660)
H (-4.919, 0.583, -4.112)
H (-5.885, -0.823, -4.587)
H (-4.323, -0.495, -5.364)
H (-0.600, 0.853, -0.373)
H (0.861, 0.920, -1.351)
H (-0.421, -1.690, -0.398)
H (0.983, -0.913, 0.353)
H (1.071, -1.542, -1.303)
H (-0.603, 2.461, -3.000)
H (-1.556, 3.167, -4.291)
H (0.161, 0.666, -4.637)
H (0.578, 2.292, -5.206)
H (-0.814, 1.420, -5.880)
O (0.708, -4.619, -0.088)
P (0.920, -6.056, 0.215)
O (2.161, -6.528, -0.726)
C (3.460, -5.980, -0.499)
C (4.156, -6.665, 0.663)
O (-0.303, -6.721, -0.659)
C (-1.496, -5.987, -0.944)
C (-1.523, -5.594, -2.404)
O (1.001, -7.331, 1.216)
C (-0.136, -8.121, 1.603)
C (-0.132, -9.411, 0.816)
H (3.391, -4.901, -0.334)
H (4.029, -6.137, -1.415)
H (3.643, -6.452, 1.605)
H (5.189, -6.324, 0.749)
H (4.149, -7.747, 0.529)
H (-1.591, -5.115, -0.299)
H (-2.339, -6.649, -0.722)
H (-0.653, -4.989, -2.660)
H (-2.425, -5.026, -2.638)
H (-1.494, -6.483, -3.037)
H (-1.070, -7.574, 1.491)
H (-0.021, -8.345, 2.666)
H (-0.218, -9.222, -0.252)
H (-0.957, -10.053, 1.128)
H (0.807, -9.944, 0.969)

These are the Löwdin partial charges, in e, on atoms 1 to 8: -0.1344 -0.2604 -0.5798 0.7312 -0.1907 -0.0607 -0.0259 -0.0035